Record 1
{
  "formula": "C22H34N3O",
  "method": "ωB97M-V with the def2-TZVPD basis set",
  "species": ["O", "N", "N", "N", "C", "C", "C", "C", "C", "C", "C", "C", "C", "C", "C", "C", "C", "C", "C", "C", "C", "C", "C", "C", "C", "C", "H", "H", "H", "H", "H", "H", "H", "H", "H", "H", "H", "H", "H", "H", "H", "H", "H", "H", "H", "H", "H", "H", "H", "H", "H", "H", "H", "H", "H", "H", "H", "H", "H", "H"],
  "positions_angstrom": [[3.187, -1.080, 1.584], [3.971, -0.054, -0.550], [0.986, -0.576, 1.446], [-2.158, 1.289, -0.583], [4.735, 1.218, -0.481], [0.631, 3.683, 1.299], [-1.344, 3.450, -0.055], [6.168, 0.989, -0.031], [-1.577, -2.671, 1.739], [2.233, -0.568, 1.013], [4.320, -0.875, -1.733], [0.767, 2.324, 1.392], [-1.112, -0.705, 0.225], [-2.137, -0.009, -0.494], [-3.046, -2.359, 1.990], [-0.158, 1.474, 0.754], [-5.198, 0.780, -0.789], [-1.238, 2.047, 0.030], [-4.281, 0.146, -1.836], [2.521, 0.109, -0.349], [-3.204, -0.759, -1.238], [3.919, -2.329, -1.547], [-1.084, -2.202, 0.359], [-6.110, -0.226, -0.095], [-0.118, 0.058, 0.794], [-0.423, 4.249, 0.565], [6.191, 0.474, 0.927], [-0.981, -2.204, 2.527], [2.232, 1.160, -0.326], [-1.700, -2.664, -0.410], [-3.329, -2.683, 2.988], [4.211, -0.620, 0.333], [-2.718, -1.314, -2.048], [-3.668, -1.490, -0.578], [-5.820, 1.523, -1.291], [4.273, -2.909, -2.394], [2.842, -2.456, -1.486], [-0.507, 5.323, 0.507], [5.400, -0.820, -1.873], [4.242, 1.868, 0.244], [-2.173, 3.859, -0.609], [0.804, -1.072, 2.311], [1.562, 1.898, 1.990], [-6.688, -0.785, -0.827], [4.701, 1.699, -1.461], [-0.058, -2.557, 0.222], [-3.235, -1.290, 1.913], [-3.794, 0.939, -2.404], [6.658, 1.951, 0.094], [-1.421, -3.749, 1.806], [1.333, 4.331, 1.802], [-5.545, -0.931, 0.510], [-4.591, 1.304, -0.050], [-4.886, -0.447, -2.524], [-6.804, 0.291, 0.562], [3.837, -0.441, -2.612], [-3.677, -2.885, 1.277], [4.368, -2.739, -0.645], [6.747, 0.419, -0.752], [1.946, -0.384, -1.133]],
  "forces_ev_per_a": [[0.05, -0.17, 0.34], [0.25, -0.38, 0.62], [-0.60, -0.15, 0.53], [-0.45, 0.00, -0.31], [0.46, 0.57, 0.13], [0.20, -0.20, 0.08], [0.16, 0.15, 0.12], [-0.13, -0.06, -0.10], [-0.15, -0.06, -0.20], [0.47, 0.21, -0.64], [0.12, -0.52, -0.53], [0.08, 0.14, 0.10], [0.46, 0.13, 0.11], [0.16, 0.06, 0.14], [0.21, -0.08, 0.08], [-0.41, 0.14, -0.19], [-0.05, -0.16, -0.08], [0.76, -0.11, 0.43], [0.06, 0.05, 0.16], [-0.61, -0.04, 0.25], [-0.27, 0.10, -0.26], [0.02, 0.14, 0.04], [0.02, -0.06, 0.17], [0.10, 0.21, -0.07], [-0.33, 0.03, -0.35], [-0.24, 0.01, -0.15], [0.03, -0.04, 0.11], [0.07, -0.05, 0.05], [0.14, -0.09, -0.07], [0.04, -0.03, -0.05], [-0.09, 0.02, 0.07], [-0.11, 0.35, -0.53], [-0.01, -0.13, 0.07], [0.06, -0.15, 0.00], [0.03, 0.09, 0.04], [0.01, -0.02, -0.07], [-0.12, -0.03, 0.01], [-0.04, 0.10, -0.02], [-0.10, 0.13, 0.05], [-0.12, -0.09, -0.10], [-0.10, 0.05, -0.09], [0.18, 0.01, -0.08], [0.05, 0.02, 0.06], [-0.09, -0.11, -0.04], [-0.15, -0.06, 0.06], [-0.06, -0.01, -0.09], [-0.12, 0.11, -0.01], [-0.04, -0.06, -0.10], [0.02, 0.07, 0.01], [0.08, 0.02, 0.08], [0.06, 0.04, 0.06], [0.03, -0.14, 0.09], [-0.07, 0.10, -0.02], [0.01, -0.01, -0.06], [-0.09, -0.03, 0.10], [0.06, 0.10, 0.12], [-0.11, -0.01, -0.07], [0.03, -0.07, 0.07], [0.07, -0.04, -0.05], [0.09, 0.03, 0.00]],
  "nbo_charge": [-0.6208, -0.4020, -0.5955, -0.4086, -0.2097, -0.1942, -0.1631, -0.6322, -0.3734, 0.6813, -0.2124, -0.2432, -0.0271, 0.2693, -0.6136, -0.0553, -0.3972, 0.1305, -0.3892, -0.3413, -0.4582, -0.6330, -0.4382, -0.6085, 0.1339, -0.2015, 0.2262, 0.1752, 0.2703, 0.2313, 0.2271, 0.4798, 0.2255, 0.2246, 0.2088, 0.2507, 0.2138, 0.2292, 0.2278, 0.2233, 0.2371, 0.4332, 0.2089, 0.2042, 0.2233, 0.2133, 0.2052, 0.2215, 0.2510, 0.2179, 0.2245, 0.1899, 0.2031, 0.2070, 0.2180, 0.2191, 0.2091, 0.2301, 0.2194, 0.2537],
  "total_charge": 1,
  "e_above_lowest_kcal_mol": 2.7,
  "smiles": "CCCCc1nc2ccccc2c(NC(=O)C[NH+](CC)CC)c1CCC",
  "e_tot_ha": -1098.0404,
  "orbital_gap_ev": 8.88,
  "e_lumo_ev": -2.6520
}

Record 2
{
  "formula": "C22H34O17Rb3",
  "method": "ωB97M-V with the def2-TZVPD basis set",
  "species": ["Rb", "Rb", "Rb", "O", "O", "O", "O", "O", "O", "O", "O", "O", "O", "O", "O", "O", "O", "O", "O", "O", "C", "C", "C", "C", "C", "C", "C", "C", "C", "C", "C", "C", "C", "C", "C", "C", "C", "C", "C", "C", "C", "C", "H", "H", "H", "H", "H", "H", "H", "H", "H", "H", "H", "H", "H", "H", "H", "H", "H", "H", "H", "H", "H", "H", "H", "H", "H", "H", "H", "H", "H", "H", "H", "H", "H", "H"],
  "positions_angstrom": [[3.751, 1.291, -1.142], [1.081, 2.915, -3.359], [2.379, 4.754, 1.025], [-5.899, -1.743, -3.977], [-4.735, -2.207, -2.110], [0.168, -0.476, 6.407], [-0.223, 1.102, 4.864], [1.102, -5.179, -2.095], [-4.290, -0.344, -3.237], [1.998, -4.477, 0.664], [3.532, -5.931, 1.460], [0.163, -3.393, -3.084], [-3.853, 2.983, -1.313], [1.670, 2.036, 0.596], [-3.074, 5.053, -1.087], [-4.906, 4.666, -2.358], [3.374, -3.855, 2.296], [1.839, 0.302, 5.104], [2.353, -3.393, -2.673], [0.053, 0.747, -1.931], [0.561, 0.232, 5.552], [0.693, 3.334, 4.551], [3.010, -4.871, 1.465], [-2.750, 2.853, -0.422], [0.570, 1.939, 4.021], [0.485, 1.310, 0.472], [2.120, -2.102, -3.206], [-3.218, -0.473, -2.321], [1.576, -3.159, 0.977], [-2.574, -2.642, -1.177], [1.192, -4.099, -2.561], [3.382, -1.501, 1.834], [2.516, -2.715, 2.116], [0.590, -2.078, -3.434], [-1.887, 4.807, 0.953], [-4.040, 4.291, -1.654], [1.919, 1.182, 3.985], [-3.636, -1.608, -1.376], [2.938, -1.878, -4.478], [0.351, 0.296, -0.670], [-5.055, -1.459, -3.194], [-2.091, 4.251, -0.445], [-2.942, 0.475, -1.874], [1.323, -0.248, -0.656], [-2.809, -3.345, -0.379], [2.378, -1.327, -2.479], [-0.424, 1.934, 0.594], [1.700, -2.505, 0.113], [-2.308, -0.768, -2.860], [-0.418, -0.421, -0.328], [-3.093, 2.622, 0.588], [2.770, 1.836, 4.166], [0.178, 1.927, 3.007], [0.545, -3.232, 1.313], [0.121, -1.277, -2.856], [2.729, -0.703, 1.445], [3.936, -1.528, -4.195], [-4.090, -1.271, -0.444], [1.108, 3.468, 5.549], [-1.622, -2.153, -0.947], [-1.519, 5.832, 0.991], [-2.396, -3.234, -2.076], [-2.105, 2.064, -0.799], [0.340, 0.689, 1.395], [1.357, 3.853, 3.842], [2.981, -2.738, -5.135], [-0.226, 3.925, 4.522], [2.003, 0.618, 3.059], [1.989, -2.612, 3.067], [0.339, -1.952, -4.490], [2.497, -1.007, -4.978], [-1.132, 4.260, -0.971], [3.845, -1.167, 2.755], [4.003, -1.757, 0.971], [-2.867, 4.845, 1.443], [-1.324, 4.133, 1.607]],
  "forces_ev_per_a": [[-0.37, -0.59, 0.48], [-0.84, -0.56, 0.10], [-0.39, -0.46, 0.31], [-0.01, 0.14, -0.09], [0.15, 0.18, -0.21], [0.01, -0.33, 0.33], [-0.09, 0.26, -0.20], [0.08, -0.09, -0.05], [0.00, 0.25, -0.11], [0.10, -0.11, -0.13], [-0.05, -0.11, -0.16], [0.08, 0.26, 0.48], [0.00, 0.32, 0.08], [0.63, 0.97, -0.93], [0.43, 0.40, -0.41], [-0.18, 0.46, -0.12], [-0.16, 0.09, -0.16], [0.02, -0.18, -0.04], [0.28, 0.16, 0.40], [0.84, 1.12, -0.44], [-0.04, 0.30, -0.36], [-0.04, 1.25, -0.48], [0.18, 0.28, 0.23], [0.22, 0.24, -0.24], [0.63, -0.69, 0.11], [-0.24, -0.40, 1.58], [-0.51, -0.15, -0.91], [0.88, -0.42, -0.10], [0.35, -0.10, 0.51], [0.68, -0.29, 0.29], [-0.29, -0.05, -0.16], [-1.35, 0.00, -0.81], [0.22, -0.50, 0.44], [0.22, -0.05, -0.56], [-0.76, -0.15, 0.66], [0.16, -1.09, 0.11], [-0.50, 0.22, 0.46], [-0.86, -0.05, -0.55], [0.02, 1.13, 0.83], [-0.35, 0.40, -0.30], [-0.09, -0.29, 0.44], [-0.29, -0.23, 1.08], [-0.54, 0.10, 0.21], [0.16, -0.38, 0.18], [-0.06, 0.08, 0.05], [0.07, -0.14, 0.28], [0.11, 0.23, -0.74], [-0.24, -0.12, -0.16], [-0.18, -0.12, -0.10], [0.10, -0.15, 0.12], [-0.14, -0.11, -0.08], [0.08, -0.01, -0.27], [-0.38, 0.13, 0.13], [-0.13, 0.32, -0.20], [-0.17, -0.29, 0.14], [-0.05, 0.05, 0.35], [0.17, -0.52, -0.20], [0.29, 0.20, 0.10], [0.12, -0.46, 0.02], [-0.07, -0.04, 0.15], [0.29, -0.08, -0.20], [-0.17, 0.17, -0.13], [0.12, 0.02, 0.07], [0.38, -0.21, -0.22], [0.13, 0.02, 0.21], [-0.06, -0.07, -0.05], [-0.21, -0.39, 0.04], [0.23, -0.01, 0.01], [-0.14, 0.22, -0.14], [0.09, 0.14, 0.03], [-0.09, -0.27, -0.29], [-0.15, 0.04, -0.49], [0.63, 0.01, -0.24], [0.64, 0.01, 0.49], [0.02, 0.06, -0.16], [0.38, 0.07, -0.31]],
  "lowdin_charge": [0.8361, 0.8640, 0.8761, 0.1747, 0.0798, 0.1978, 0.0970, 0.1993, 0.0763, 0.0684, 0.1895, 0.0634, 0.0702, -0.6108, 0.0864, 0.2044, 0.0775, 0.0686, 0.0829, -0.4675, -0.5550, -0.0151, -0.5479, -0.0922, -0.3117, -0.4443, -0.3193, -0.0912, -0.0721, -0.0176, -0.5503, -0.0157, -0.2893, -0.0792, -0.0208, -0.5422, -0.0838, -0.2843, -0.0064, -0.4731, -0.5580, -0.3107, 0.1022, 0.0494, 0.0932, 0.1075, 0.0858, 0.1118, 0.1226, 0.0986, 0.1433, 0.1350, 0.1168, 0.1413, 0.0895, 0.0527, 0.0767, 0.1554, 0.1052, 0.0651, 0.0865, 0.0980, 0.0942, 0.0933, 0.0521, 0.1021, 0.0909, 0.0948, 0.1562, 0.1378, 0.0830, 0.1325, 0.0927, 0.0962, 0.1064, 0.0773],
  "total_charge": 1,
  "e_above_lowest_kcal_mol": 0.0,
  "e_tot_ha": -2209.8221,
  "orbital_gap_ev": 5.40,
  "e_lumo_ev": -5.2331
}